1.
Density functional theory data (ωB97M-V with the def2-TZVPD basis set) for 9 unconnected molecules or ions with the total composition C18H57N15O9.

```
99
Properties=species:S:1:pos:R:3:forces:R:3
C 4.450 -0.111 2.792 1.452 2.401 -1.122
O 4.442 1.027 1.834 0.233 -0.759 0.905
C 3.666 2.179 2.075 -0.942 0.055 -1.101
C 3.426 2.841 0.679 1.458 -0.939 1.775
C 2.769 4.172 0.878 -0.750 0.905 0.379
N 2.572 1.947 -0.097 0.947 -0.903 0.441
H 3.605 -0.060 3.439 -0.680 -0.153 0.453
H 5.410 -0.091 3.358 -0.764 0.067 -0.200
H 4.463 -0.943 2.129 -0.250 -0.952 -0.118
H 2.653 1.929 2.427 0.164 -0.169 0.256
H 4.074 2.934 2.748 0.541 -0.218 0.265
H 4.440 2.922 0.262 -0.184 0.220 -0.268
H 2.245 4.515 -0.015 0.354 0.167 -0.255
H 3.388 5.001 1.296 -0.149 -0.838 -0.510
H 1.948 4.034 1.581 -0.150 -0.009 0.281
H 3.145 1.166 -0.471 -0.442 0.586 0.573
H 2.369 2.498 -0.885 -0.756 0.455 -1.557
C 4.033 -4.198 -3.796 -1.077 0.409 -0.455
O 3.962 -2.808 -4.134 0.450 -0.769 0.168
C 2.835 -2.181 -3.581 -0.212 -0.099 0.222
C 2.828 -0.654 -3.871 1.736 -1.811 0.461
C 4.243 -0.039 -3.627 -0.213 0.629 0.265
N 1.786 -0.125 -3.044 -0.785 0.446 0.167
H 3.311 -4.754 -4.385 -0.433 -0.103 -0.108
H 3.831 -4.402 -2.756 -0.158 0.265 0.578
H 4.968 -4.649 -4.021 1.152 0.277 -0.353
H 1.871 -2.641 -3.984 0.931 0.422 0.540
H 2.864 -2.286 -2.461 -0.202 -0.119 -0.746
H 2.598 -0.550 -4.921 -0.156 0.419 -0.376
H 4.718 -0.107 -2.597 -0.991 -0.357 -0.997
H 4.203 1.054 -3.843 0.074 -0.656 -0.034
H 4.926 -0.523 -4.338 -0.111 0.261 0.282
H 2.042 -0.354 -2.071 -0.823 -0.087 -0.455
H 0.889 -0.584 -3.325 1.029 0.381 0.776
C -0.011 -1.738 4.961 -0.239 0.083 -1.620
O -0.888 -2.107 3.869 0.777 0.830 0.385
C -0.283 -2.792 2.754 -0.343 0.790 1.320
C -1.460 -3.491 2.130 0.143 1.410 -1.389
C -2.008 -4.546 3.046 0.495 -0.982 -0.410
N -1.037 -4.113 0.803 -1.778 -1.307 2.760
H -0.640 -1.167 5.646 0.116 -0.332 0.209
H 0.841 -1.057 4.663 -0.711 -0.815 0.013
H 0.344 -2.687 5.361 0.353 0.265 0.566
H 0.339 -2.079 2.185 -0.510 -0.383 -0.258
H 0.344 -3.578 3.125 0.869 -0.502 0.306
H -2.285 -2.724 2.050 0.761 -0.603 -0.349
H -2.220 -4.244 4.058 -0.280 0.641 0.069
H -1.283 -5.372 3.169 -0.397 0.030 -0.446
H -2.921 -4.851 2.536 -0.193 -0.683 0.433
H -0.997 -3.434 0.084 -0.107 0.729 -0.804
H -1.818 -4.794 0.662 1.096 0.763 -0.701
N -3.060 4.546 -1.661 -2.650 -1.058 -0.168
C -3.118 4.122 -0.337 1.743 0.920 -2.039
N -1.842 4.275 0.141 -1.956 -0.598 3.197
O -4.145 3.722 0.211 0.786 0.023 0.044
H -2.228 4.921 -2.064 0.312 -0.183 -0.100
H -3.782 4.136 -2.261 0.598 0.642 0.235
H -1.773 4.141 1.168 0.645 -0.162 -1.124
H -1.082 4.293 -0.504 0.537 0.129 -0.152
N -2.504 0.094 -3.468 -0.278 -1.111 0.122
C -2.806 -1.155 -2.989 -0.163 -0.456 1.196
N -1.632 -1.898 -2.575 -1.714 1.060 -0.619
O -3.983 -1.591 -2.849 2.700 0.841 -0.391
H -3.222 0.660 -3.885 -0.023 -0.098 0.126
H -1.553 0.428 -3.455 -0.128 0.139 0.021
H -0.864 -1.386 -2.129 -0.400 0.073 -0.043
H -1.912 -2.661 -1.986 -0.113 -0.379 0.028
N -0.177 1.809 -1.995 -0.170 0.035 0.277
C 0.397 2.972 -2.437 2.597 -0.384 0.080
N 1.657 2.846 -3.002 -0.791 0.626 -0.162
O -0.013 4.095 -2.199 -1.010 0.455 0.051
H -0.699 2.069 -1.160 -0.227 -0.675 -0.114
H 0.464 1.004 -1.888 -0.636 0.877 0.097
H 2.003 3.723 -3.363 0.064 -0.284 -0.113
H 2.014 1.961 -3.328 -0.187 -0.210 -0.011
N -3.706 1.839 2.439 0.160 1.217 -0.231
C -2.470 1.888 2.970 -1.014 -0.539 -0.738
N -2.129 0.869 3.779 1.080 -0.174 0.490
O -1.610 2.704 2.695 0.677 1.507 -0.152
H -4.091 0.936 2.355 -0.932 -1.103 0.171
H -3.926 2.527 1.720 0.094 -0.022 -0.050
H -1.368 1.176 4.330 0.956 -0.241 0.550
H -2.698 0.197 4.215 -1.196 -0.620 0.132
N -4.678 -0.167 -0.027 -0.218 1.329 -0.208
C -4.731 -1.182 0.870 -0.114 -2.434 -2.681
N -4.761 -2.468 0.252 0.315 2.711 0.653
O -4.711 -1.139 2.065 0.013 1.176 2.193
H -4.500 -0.373 -0.985 -0.068 -0.509 -0.663
H -4.840 0.835 0.105 0.159 -0.880 0.742
H -4.766 -2.512 -0.752 -0.089 -0.653 -0.086
H -4.782 -3.199 0.931 -0.013 -0.554 -0.348
N 0.186 0.560 1.374 1.639 -0.040 -0.816
C -0.409 -0.303 0.514 0.184 0.761 -0.032
N -1.730 -0.517 0.656 0.622 0.144 -0.314
O 0.198 -0.838 -0.426 0.459 -0.167 -0.311
H -0.351 1.143 1.978 -0.537 0.362 0.343
H 1.092 0.974 1.044 -1.048 -0.530 0.151
H -2.253 -0.217 1.431 -0.481 0.357 1.066
H -2.098 -1.248 0.108 -0.525 -0.679 -0.512
```
Positions in Å, forces in eV/Å.

Results
**Structure (SMILES)**: COC[C@H](C)N.COC[C@H](C)N.COC[C@H](C)N.NC(N)=O.NC(N)=O.NC(N)=O.NC(N)=O.NC(N)=O.NC(N)=O
**DFT total energy**: -2218.7283 Ha
**Multiplicity**: 1
**Highest occupied orbital energy**: -0.35176 hartree
**HOMO-LUMO gap**: 10.02 eV



2.
Density functional theory data (ωB97M-V with the def2-TZVPD basis set) for 9 unconnected molecules or ions with the total composition C18H57N3O9.

```
87
Properties=species:S:1:pos:R:3:forces:R:3
C 29.938 -9.374 -8.243 0.424 -1.726 -0.840
O 31.269 -9.748 -7.810 -0.731 0.407 -0.524
C 31.458 -9.681 -6.427 0.689 0.176 1.082
C 32.961 -9.706 -6.022 0.350 1.317 -0.220
C 33.762 -10.898 -6.434 -0.444 -0.561 -0.930
N 33.134 -9.435 -4.575 -1.159 -0.246 -0.800
H 29.961 -9.567 -9.315 0.072 0.324 -0.079
H 29.515 -8.381 -8.087 0.847 0.366 0.529
H 29.198 -10.093 -7.893 -0.019 -0.090 0.503
H 31.009 -8.732 -6.135 0.113 0.171 0.707
H 30.997 -10.482 -5.850 -0.555 -0.303 -0.221
H 33.408 -8.872 -6.562 -0.073 0.295 -0.381
H 34.780 -10.624 -6.711 0.147 -0.054 0.496
H 33.333 -11.231 -7.379 -0.016 -0.461 -0.024
H 33.727 -11.695 -5.691 0.086 -0.041 -0.085
H 32.659 -8.550 -4.476 0.190 0.313 0.779
H 34.117 -9.304 -4.380 0.081 0.112 0.019
C 32.376 -16.698 0.302 1.218 0.637 0.439
O 32.227 -15.606 1.191 -1.264 1.173 0.594
C 31.436 -14.487 0.694 0.270 0.010 1.442
C 31.605 -13.142 1.632 1.059 -1.536 -0.214
C 30.988 -13.226 3.048 0.535 -0.549 -1.036
N 31.080 -12.028 0.941 -1.494 1.596 -2.078
H 32.707 -17.558 0.883 -0.417 -0.056 0.191
H 33.271 -16.423 -0.258 -0.227 -0.331 -1.014
H 31.507 -16.956 -0.303 -0.038 0.204 -0.031
H 31.629 -14.384 -0.374 0.626 0.809 -0.050
H 30.380 -14.760 0.688 -0.325 -0.046 0.445
H 32.644 -12.812 1.634 0.801 -1.574 0.999
H 30.716 -12.233 3.405 0.200 0.036 -0.015
H 31.729 -13.676 3.709 -0.359 -0.110 0.195
H 30.069 -13.810 2.996 0.064 -0.133 0.220
H 31.194 -11.166 1.456 -0.360 -0.068 0.724
H 31.747 -11.841 0.206 -0.292 -0.057 -0.819
C 30.910 4.797 5.665 0.108 0.357 1.089
O 31.676 5.948 5.281 -0.493 -0.816 -0.810
C 31.757 6.177 3.853 0.218 -0.338 0.134
C 32.648 5.213 3.033 -1.339 -0.347 -0.875
C 33.250 5.896 1.790 0.266 -0.300 0.704
N 31.903 3.996 2.515 0.518 0.780 1.306
H 31.206 3.870 5.172 -0.066 0.127 -0.082
H 29.826 4.893 5.729 -0.386 0.500 -1.479
H 30.991 4.672 6.744 1.189 -0.079 0.135
H 30.763 6.207 3.407 -0.161 -0.017 -0.017
H 32.220 7.158 3.741 -0.136 0.117 0.276
H 33.426 4.865 3.713 0.436 0.255 -0.108
H 32.624 6.495 1.128 -0.546 0.142 0.612
H 33.562 5.082 1.135 0.732 0.202 0.040
H 34.066 6.507 2.174 0.275 0.026 -0.609
H 32.002 3.373 3.304 -0.669 -0.608 0.086
H 32.515 3.554 1.844 0.053 -0.007 -0.408
C 21.866 -0.678 -0.344 1.180 1.089 -0.049
C 23.111 0.007 0.333 -2.204 -0.800 0.334
C 23.320 -0.525 1.755 -1.457 1.033 1.545
O 24.226 -0.407 -0.338 2.126 -0.729 -0.794
H 20.962 -0.111 -0.124 -0.304 -0.733 0.518
H 21.959 -1.740 -0.121 -0.796 0.037 0.402
H 21.945 -0.639 -1.431 0.366 0.292 -0.071
H 23.070 1.094 0.262 -0.380 0.133 0.352
H 23.543 -1.588 1.838 0.228 -0.135 -0.626
H 22.444 -0.438 2.398 -0.469 0.116 -0.209
H 24.041 0.033 2.352 0.498 0.066 -0.441
H 24.613 -0.916 0.378 1.216 -0.375 -0.962
C 30.936 -3.138 4.927 0.288 -1.094 -0.493
C 30.508 -4.088 6.067 -0.006 1.829 -0.536
C 29.890 -3.253 7.220 0.264 -0.968 0.121
O 29.528 -4.984 5.526 0.273 0.402 0.656
H 31.477 -3.689 4.157 0.182 -0.302 0.055
H 31.613 -2.331 5.209 -0.334 0.061 0.331
H 30.067 -2.789 4.369 -0.184 0.382 0.471
H 31.338 -4.690 6.437 0.269 0.171 0.006
H 28.901 -2.909 6.921 0.068 0.159 0.039
H 30.497 -2.434 7.606 0.132 0.148 -0.564
H 29.806 -3.897 8.096 -0.417 -0.208 0.107
H 29.105 -5.272 6.338 -0.544 -0.587 -0.206
O 34.384 1.082 -2.189 -0.209 -0.089 0.064
H 34.691 1.755 -2.797 0.023 0.168 -0.202
H 35.153 0.868 -1.660 0.180 -0.091 0.147
O 27.121 -5.723 0.739 0.044 0.215 -0.117
H 26.432 -6.360 0.547 -0.178 -0.143 -0.099
H 27.550 -6.063 1.524 0.155 -0.051 0.228
O 32.350 -1.062 -7.001 -0.001 0.225 -0.041
H 31.967 -1.592 -6.302 -0.117 -0.094 0.213
H 32.784 -1.695 -7.573 0.121 -0.129 -0.171
O 31.464 -3.850 -1.300 0.153 -0.185 -0.072
H 31.679 -2.933 -1.473 0.092 0.241 -0.060
H 30.636 -3.816 -0.821 -0.253 -0.055 0.125
```
Positions in Å, forces in eV/Å.

Results
**Structure (SMILES)**: COC[C@H](C)N.COC[C@H](C)N.COC[C@H](C)N.CC(C)O.CC(C)O.O.O.O.O
**DFT total energy**: -1561.2162 Ha
**Multiplicity**: 1
**Highest occupied orbital energy**: -0.33269 hartree
**HOMO-LUMO gap**: 9.52 eV